ORCA calculation (wB97M-V/def2-TZVPD) on 15 unconnected molecules or ions with the total composition C90H221N11O12 at a distorted geometry.

Geometry (Å):
O  2.839  7.430  3.259
O  -1.189  -3.107  -4.190
O  -0.545  1.572  1.113
O  1.464  7.360  0.505
O  0.272  -1.851  2.234
O  -3.720  -4.799  -5.187
O  -9.008  -0.950  -6.280
O  -0.658  2.791  -1.821
O  -6.987  -0.926  -3.181
O  -4.468  0.525  -3.725
O  2.194  10.119  -1.945
O  -0.946  -1.852  -1.358
N  4.996  -6.514  -0.378
N  6.257  -1.642  0.083
N  4.255  -1.920  4.691
N  2.333  -7.709  3.877
N  -4.926  0.175  2.032
N  3.983  1.509  -6.183
N  -3.423  6.034  -3.571
N  -3.555  -6.483  2.278
N  -0.885  -0.491  6.206
N  2.659  7.315  -5.776
N  -3.006  4.479  3.510
C  4.160  -2.191  7.163
C  -5.213  -8.433  2.583
C  3.685  -8.231  3.669
C  7.724  0.156  1.039
C  -2.443  5.713  -2.503
C  3.382  1.573  -3.743
C  2.332  7.084  -4.374
C  -3.144  7.339  -4.169
C  4.855  -6.241  -1.830
C  1.163  -9.555  2.827
C  -0.309  -1.611  5.366
C  4.566  3.692  -7.378
C  -1.630  1.531  0.198
C  2.248  6.267  1.089
C  -4.588  -5.478  2.093
C  -0.300  0.481  2.070
C  -4.138  5.157  1.354
C  2.283  -6.582  4.855
C  5.410  0.233  3.932
C  2.204  8.171  -0.385
C  -1.824  4.756  4.346
C  -5.294  1.005  4.371
C  3.993  -3.889  3.073
C  -0.209  -0.851  1.328
C  3.327  6.683  2.089
C  4.268  -8.924  4.888
C  3.863  -7.270  0.159
C  -10.130  -0.077  -5.974
C  -6.387  -0.174  1.832
C  -2.953  5.287  2.243
C  6.592  -7.118  1.394
C  0.625  -1.009  8.156
C  4.720  -7.464  -2.722
C  2.519  -6.503  0.056
C  3.358  -3.023  4.197
C  -4.830  5.994  -3.063
C  0.452  -3.083  1.519
C  -4.718  1.289  2.958
C  -1.482  0.562  5.367
C  1.340  9.200  -1.214
C  2.557  8.753  -6.094
C  -2.254  1.634  6.167
C  0.087  -1.327  -2.187
C  -7.215  -0.459  -4.511
C  -1.684  -3.228  -5.518
C  -3.977  -1.961  1.098
C  -1.345  -2.552  4.773
C  1.895  6.465  -6.723
C  5.405  -1.932  -1.100
C  3.721  -1.379  5.966
C  -1.656  2.726  -0.777
C  7.539  -3.781  -0.168
C  2.459  -0.289  -7.002
C  -0.556  4.069  3.756
C  -7.127  0.967  1.195
C  -3.045  0.577  -3.952
C  -2.294  6.724  -1.377
C  2.753  5.708  -3.868
C  -2.448  -4.516  -5.796
C  -6.300  -0.083  -2.329
C  6.812  -2.810  0.766
C  3.257  2.161  -5.148
C  -1.158  -6.805  1.841
C  -5.320  4.545  -2.968
C  4.120  2.205  -7.492
C  1.903  6.658  3.986
C  -4.074  -0.979  2.273
C  4.116  -2.660  -0.748
C  3.795  0.061  -6.420
C  1.302  -8.779  4.147
C  0.132  0.039  7.131
C  -4.811  -4.614  3.356
C  4.270  -0.802  3.698
C  2.324  6.667  -8.163
C  -1.421  -3.099  -1.739
C  -8.266  -1.421  -5.165
C  0.652  3.082  -1.382
C  1.499  11.068  -2.732
C  0.986  -5.768  4.778
C  7.241  -0.580  -0.203
C  -2.223  -5.974  2.513
C  -3.967  -7.644  3.091
C  -1.885  7.405  -5.008
C  -4.793  -4.027  -5.622
C  1.140  9.358  -5.964
C  -2.124  -3.215  -3.132
C  -4.800  -0.149  -2.506
C  -4.347  6.050  4.886
C  6.344  -7.068  -0.104
C  -4.229  4.657  4.315
H  1.894  5.918  -8.828
H  -4.054  5.472  0.314
H  -4.908  -2.449  0.810
H  5.101  -2.741  7.191
H  -2.844  2.241  5.480
H  5.966  -3.294  1.254
H  0.628  10.678  -3.258
H  -1.800  8.390  -5.467
H  1.954  -6.712  -0.852
H  2.076  -10.116  2.628
H  0.835  -0.699  -1.705
H  -0.162  -6.363  1.800
H  5.022  -4.042  3.398
H  8.046  -4.629  0.291
H  -1.753  -2.137  3.852
H  3.841  5.788  2.439
H  -3.446  6.328  5.432
H  -4.095  -7.368  4.138
H  -2.406  -4.267  -3.111
H  -10.514  0.314  -6.916
H  -1.967  6.694  -5.830
H  -5.231  0.022  4.839
H  -2.967  1.134  6.822
H  6.344  -0.161  3.532
H  2.483  -1.363  -7.183
H  4.373  -8.246  5.735
H  -4.440  -1.516  3.148
H  4.054  -7.376  1.227
H  7.126  -6.483  -0.590
H  -4.868  3.961  -2.166
H  -0.341  0.775  7.782
H  7.629  -7.279  1.688
H  -1.731  5.842  4.348
H  5.506  3.677  -6.828
H  1.908  6.905  5.048
H  3.405  -2.962  7.315
H  0.252  -8.555  4.333
H  -6.923  -0.442  2.742
H  -4.670  -2.948  -5.523
H  0.650  9.606  -0.474
H  6.398  -6.110  1.760
H  4.103  7.232  1.555
H  1.074  2.214  -0.876
H  -5.408  -9.299  3.216
H  -5.526  -5.939  1.781
H  0.518  9.095  -6.819
H  -1.048  -7.791  2.292
H  3.552  -2.551  -1.675
H  3.670  -9.785  5.189
H  -0.414  -3.442  0.964
H  1.602  -9.440  4.960
H  0.603  9.012  -5.081
H  1.930  5.382  -6.601
H  -5.138  -8.796  1.558
H  2.754  0.702  -3.558
H  3.820  -8.857  2.788
H  -4.998  -5.216  4.245
H  5.978  -2.394  -1.904
H  -0.866  -3.507  4.555
H  4.354  -7.423  3.372
H  5.712  -5.661  -2.172
H  -0.579  -3.789  -1.683
H  2.779  7.845  -3.736
H  -5.195  4.005  -3.906
H  1.085  -4.841  5.341
H  -6.352  1.232  4.236
H  0.976  6.872  3.454
H  -2.611  2.615  -1.291
H  -8.073  0.593  0.805
H  5.101  -0.951  -1.466
H  2.682  5.841  0.184
H  5.654  -8.002  -2.885
H  1.127  10.445  -5.889
H  3.378  -4.777  2.930
H  0.819  6.636  -6.755
H  -3.952  7.560  -4.867
H  2.263  11.492  -3.383
H  5.305  1.173  3.390
H  -0.813  -3.186  -6.172
H  0.618  -3.842  2.284
H  0.803  -2.083  -2.509
H  -2.110  4.900  1.669
H  -0.662  1.103  4.893
H  4.254  -3.713  -0.503
H  -2.582  -4.620  -6.872
H  0.214  -2.320  6.008
H  -5.676  -3.965  3.224
H  -9.761  0.761  -5.384
H  0.269  4.243  4.447
H  0.577  0.676  2.687
H  -7.749  -2.314  -5.517
H  1.652  0.050  -6.353
H  4.254  -1.076  2.643
H  4.421  1.355  -3.498
H  -4.487  -1.193  -2.515
H  2.237  2.222  -5.530
H  -6.106  -7.821  2.711
H  8.273  1.081  0.864
H  -2.690  4.718  -2.134
H  0.113  -6.370  5.033
H  2.306  4.887  -4.428
H  -3.640  -1.360  0.254
H  -5.440  6.601  -3.733
H  1.253  7.126  -4.227
H  1.660  5.491  1.578
H  -2.772  1.039  -4.901
H  -5.725  -4.447  -5.243
H  -1.611  2.346  6.683
H  4.128  -1.567  8.056
H  -2.052  4.289  5.304
H  3.832  5.616  -3.993
H  -10.905  -0.599  -5.413
H  -2.162  0.209  4.592
H  -1.467  -7.113  0.842
H  -4.388  0.248  -1.579
H  -7.583  0.567  -4.494
H  -3.086  8.120  -3.411
H  3.033  2.334  -3.045
H  -1.544  0.631  -0.410
H  4.035  -0.365  6.212
H  2.275  -6.990  5.865
H  -6.402  4.633  -2.869
H  1.138  11.907  -2.138
H  -6.398  -1.077  1.221
H  -1.827  -5.336  -5.435
H  1.322  -2.825  0.914
H  4.043  -8.276  -2.458
H  -2.991  -2.566  -3.257
H  2.408  5.515  -2.852
H  3.843  4.362  -6.913
H  -0.132  4.380  2.801
H  7.506  -2.492  1.544
H  -1.958  7.683  -1.771
H  -3.072  -0.601  2.478
H  0.699  4.017  -0.823
H  -5.128  6.121  5.642
H  3.386  6.574  -8.392
H  -7.366  1.796  1.860
H  8.119  -0.956  -0.728
H  -2.144  -4.997  2.036
H  -3.124  -8.333  3.146
H  -2.561  -0.399  -3.905
H  6.895  0.217  -0.861
H  -0.705  2.990  3.725
H  1.259  -0.527  8.900
H  4.948  1.713  -8.002
H  3.678  3.164  -5.078
H  -5.195  4.574  3.815
H  -0.957  7.228  -4.464
H  1.822  -6.869  0.810
H  -8.950  -1.827  -4.421
H  -6.660  0.942  -2.422
H  -1.509  6.385  -0.701
H  -2.164  -2.727  5.471
H  -4.927  -4.142  -6.697
H  -0.270  -0.946  -3.144
H  3.181  -5.964  4.845
H  0.446  -10.374  2.882
H  2.379  -2.634  3.920
H  2.929  8.806  0.123
H  1.277  3.229  -2.263
H  -1.493  5.546  -3.009
H  -2.286  -2.380  -5.843
H  3.665  -2.065  0.046
H  2.643  7.552  -1.168
H  -1.150  0.505  2.752
H  3.239  2.208  -8.135
H  -2.654  1.267  -3.205
H  -2.162  -3.333  -0.976
H  4.303  -6.979  -3.604
H  -1.228  -1.116  1.045
H  2.635  -1.288  5.944
H  -4.600  6.853  4.193
H  3.941  -5.671  -1.992
H  5.561  0.417  4.995
H  4.801  4.095  -8.364
H  1.035  -8.944  1.934
H  3.080  -3.661  5.035
H  -4.225  3.931  5.127
H  -3.966  -3.952  3.543
H  0.777  -5.409  3.770
H  -6.630  1.367  0.311
H  2.935  8.909  -7.104
H  0.933  0.564  6.611
H  8.169  -0.528  1.762
H  -6.321  -0.511  -5.133
H  -4.924  6.395  -2.054
H  6.401  -8.007  -0.654
H  3.197  9.313  -5.411
H  0.433  -0.756  0.453
H  -4.463  4.121  1.252
H  -4.976  5.668  1.827
H  -3.651  1.504  3.012
H  -5.153  2.217  2.589
H  1.229  -1.790  7.695
H  2.066  7.646  -8.566
H  -3.204  7.149  -0.955
H  2.335  0.183  -7.976
H  2.083  5.583  3.989
H  3.766  -8.275  -0.251
H  6.769  0.457  1.469
H  -1.586  3.677  -0.248
H  -2.765  6.345  2.424
H  -2.599  1.488  0.696
H  0.391  -1.214  4.631
H  -0.192  -1.410  8.756
H  4.645  -0.335  -6.976
H  3.316  -0.284  3.795
H  5.995  -7.877  1.899
H  -3.214  -2.712  1.300
H  6.811  -4.191  -0.869
H  3.930  -0.487  -5.488
H  -4.315  -4.778  1.303
H  -2.033  -5.913  3.584
H  4.047  -3.387  2.107
H  8.269  -3.226  -0.758
H  -6.619  -0.324  -1.315
H  5.263  -9.296  4.645
H  0.765  8.589  -1.910
H  -4.976  1.738  5.113
H  2.469  -5.414  0.061

Force components x, y, z for each atom (eV/Å):
O 1.512 -0.983 -1.255
O 0.371 0.666 -0.422
O 1.216 0.281 0.702
O -0.413 -0.228 0.925
O -0.802 0.128 -0.647
O 0.933 0.449 0.617
O -0.370 0.735 0.012
O -0.746 -0.479 0.380
O -0.844 -0.751 -1.151
O 0.758 -0.461 0.154
O -0.860 -1.229 1.190
O 0.801 1.759 -0.202
N 0.533 0.961 -0.981
N -0.046 1.142 -0.563
N -0.513 0.430 -0.914
N -1.285 0.798 0.323
N -1.312 0.190 -0.910
N 2.104 -1.168 -1.843
N -0.425 0.548 0.632
N -1.040 -0.975 -0.850
N 0.110 -1.163 -0.506
N -0.140 -0.209 -0.189
N -0.851 -0.017 -0.990
C -1.084 -0.891 0.941
C 0.334 0.675 0.626
C 0.270 0.189 0.431
C -1.602 -0.358 0.475
C -0.660 -0.388 -0.777
C -0.375 0.135 -0.166
C -0.554 -0.944 0.060
C 0.139 -0.175 -0.223
C -0.503 -0.909 1.398
C 1.104 -1.312 0.141
C -0.693 0.234 1.246
C 0.254 -0.901 0.146
C 0.693 -0.474 -0.374
C 0.124 1.021 -0.864
C 0.183 0.579 1.041
C -1.349 0.531 -1.293
C -1.686 -0.673 0.116
C -0.725 -1.078 0.295
C 0.187 -1.080 -0.180
C 0.066 1.015 -1.104
C 0.058 -0.819 -2.100
C -0.841 1.161 -0.254
C -0.373 1.173 0.786
C -0.239 0.179 1.431
C -0.280 0.678 0.419
C 0.382 -0.249 -0.075
C 0.114 1.478 0.716
C 1.438 -0.385 0.090
C 1.808 0.294 0.168
C 0.879 -0.918 0.359
C 0.449 0.092 -0.067
C 0.398 0.459 -0.326
C 0.068 -0.091 -0.596
C -0.824 -0.701 -0.654
C 0.450 0.360 -0.010
C 1.382 -1.062 -0.133
C 0.421 0.827 1.109
C 0.491 -1.111 0.892
C 0.533 0.887 1.045
C 0.277 -1.200 0.515
C -0.575 -0.017 0.179
C -0.133 -0.442 -0.401
C 0.830 -1.002 -0.714
C -0.874 -0.758 -0.421
C -0.749 -0.019 0.422
C 0.203 0.912 -0.118
C -0.328 0.704 -0.574
C 0.172 0.316 -0.794
C 0.665 0.628 1.160
C 1.069 -0.172 -0.103
C 1.053 -0.296 0.119
C -0.293 0.200 -0.475
C 0.194 -0.234 -0.760
C 0.002 0.062 1.000
C -0.672 0.109 -0.851
C -0.468 0.700 0.639
C 0.381 1.080 -0.782
C 0.156 -0.155 -0.521
C -0.195 -0.878 0.172
C 0.066 0.530 0.289
C 0.008 -0.263 -0.243
C -0.118 0.200 -0.241
C 0.134 -1.439 -0.292
C -0.655 0.526 -0.862
C 0.493 1.191 1.102
C -0.317 0.200 -0.537
C -0.654 -0.226 0.136
C 0.738 0.468 -0.689
C 0.398 0.894 1.298
C 0.766 -0.242 -1.918
C -1.051 -0.542 0.845
C -0.358 0.011 -0.295
C -0.104 0.932 0.495
C 0.561 0.302 -1.059
C -0.455 0.272 -1.085
C -0.112 -0.260 0.336
C 0.085 -0.383 -0.553
C 0.331 0.427 0.465
C 0.450 0.224 -1.021
C 1.071 -0.124 -0.139
C -0.035 -0.169 -0.338
C 0.295 -0.175 -0.554
C 0.122 -0.156 -0.294
C -0.356 -0.065 -1.457
C -0.224 -0.205 -0.250
C 0.984 -1.241 0.951
C -0.564 0.122 -0.095
C 0.066 0.873 1.401
C -0.946 -0.349 -0.207
C -0.045 1.068 -0.162
H -0.463 -0.019 0.155
H 0.477 0.500 0.266
H 0.007 -0.031 0.222
H 0.239 0.500 -0.721
H 0.033 -0.095 -0.217
H 0.190 -0.227 0.082
H 0.209 -0.340 -0.269
H -0.035 0.117 0.070
H 0.288 -0.359 -0.478
H 0.312 0.051 -0.029
H -0.989 0.832 0.617
H -0.112 0.205 0.118
H -0.022 -0.681 -0.125
H -0.063 0.206 0.360
H -0.175 -0.220 -0.107
H -0.152 -0.343 0.103
H 0.053 0.212 -0.113
H -0.439 0.217 0.363
H -0.832 -0.020 -0.026
H 0.035 -0.245 0.050
H 0.185 -0.179 0.034
H 0.415 -0.146 -0.498
H 0.123 0.164 0.336
H 0.068 -0.273 0.247
H -0.624 -0.111 0.179
H -0.097 -0.005 0.026
H 0.230 -0.268 0.457
H -0.001 -0.109 -0.130
H -0.328 0.508 0.042
H -0.128 0.167 0.088
H -0.212 0.328 -0.332
H 0.157 -0.341 -0.392
H 0.554 0.136 0.737
H -0.050 0.365 0.269
H -0.147 0.634 -0.196
H -0.035 -0.269 0.302
H 0.358 1.474 0.476
H 0.221 -0.130 0.489
H -0.148 0.114 0.785
H -0.063 0.885 -0.239
H -0.497 -0.065 0.282
H -0.157 0.655 0.439
H 0.061 0.265 0.562
H 0.316 -0.066 0.122
H 0.100 -0.142 0.050
H -0.048 -0.047 -0.088
H 0.147 0.027 0.526
H -0.600 -0.380 0.173
H 0.015 0.017 0.069
H -0.156 0.492 -0.352
H 0.113 -0.143 0.106
H 0.193 -0.150 0.072
H 0.634 0.077 0.992
H 0.155 0.290 -0.020
H 0.122 -0.201 -0.168
H -0.816 -0.421 0.037
H 0.070 -0.063 0.014
H -0.024 -0.341 -0.214
H -0.078 -0.013 -0.201
H -0.220 0.595 0.405
H -0.052 0.142 0.082
H -0.062 -0.520 -0.220
H 0.114 0.183 -0.211
H 0.352 0.046 -0.045
H -0.238 -0.259 0.554
H -0.347 -0.285 0.386
H -0.686 -0.389 0.776
H -0.039 0.293 -0.076
H -0.264 -0.009 0.155
H 0.084 0.084 -0.111
H 0.655 -0.619 0.315
H 0.195 0.395 -0.427
H 0.344 0.061 -0.152
H 0.379 -0.267 0.060
H -0.430 0.471 0.581
H -0.244 0.126 0.241
H -0.270 -0.182 -0.376
H -0.578 0.037 0.131
H 0.099 -0.321 0.074
H 0.557 -0.005 -0.122
H -0.274 -0.991 -0.058
H 0.361 0.082 0.254
H 0.223 0.085 -0.594
H -0.112 0.039 0.200
H 0.154 0.057 -0.302
H 0.489 0.668 0.394
H -0.130 0.057 -0.033
H -0.172 0.161 0.121
H 0.053 -0.045 0.289
H 0.237 0.380 -0.502
H 0.212 0.101 -0.217
H -0.102 -0.363 0.012
H 0.430 -0.767 0.114
H 0.015 -0.097 -0.110
H 0.038 -0.226 -0.282
H -0.841 0.435 0.776
H -0.066 0.057 -0.323
H 0.380 -0.403 -0.172
H -0.180 0.121 0.163
H 0.078 0.198 0.446
H -0.103 0.127 -0.320
H 0.081 -0.144 -0.330
H -0.094 -0.221 -0.003
H -0.417 0.295 0.151
H -0.858 0.459 -0.372
H -0.687 -0.124 -0.232
H 0.205 0.392 0.665
H 0.036 -0.305 0.316
H -0.017 0.003 0.095
H 0.355 0.510 0.220
H 0.092 -0.173 0.393
H -0.050 -0.136 -0.031
H 0.179 -0.620 0.161
H -0.064 0.599 -0.329
H 0.641 0.722 -0.097
H -0.033 0.180 0.018
H -0.301 0.362 0.098
H 0.064 0.010 0.063
H -0.129 -0.248 -0.239
H 0.412 0.149 -0.890
H 0.174 -0.228 0.444
H -0.144 -0.405 0.571
H -0.107 0.038 0.385
H -0.113 0.212 -0.230
H 0.080 -0.108 -0.156
H 0.070 -1.120 -0.558
H -0.429 0.456 0.520
H 0.006 0.098 0.062
H 0.339 0.328 0.241
H 0.074 -0.131 0.088
H -0.699 0.275 -0.204
H -0.188 0.181 0.083
H 0.844 -0.053 -0.381
H 0.068 -0.034 0.134
H -0.053 -0.062 0.509
H -0.246 -0.284 0.049
H 0.307 -0.051 0.663
H 0.168 -0.076 0.147
H 0.261 -0.423 -0.293
H -0.273 0.350 0.399
H 0.145 -0.057 -0.324
H -0.082 -0.130 0.210
H -0.812 -0.383 -0.170
H -0.117 0.022 -0.153
H 0.239 0.225 -0.140
H -0.241 -0.261 -0.211
H -0.267 0.122 -0.114
H 0.358 -0.924 -0.791
H -0.063 -0.120 0.103
H 0.240 0.057 0.397
H -0.138 0.356 0.474
H 0.166 0.446 -0.403
H -0.439 0.107 0.502
H 0.061 0.027 0.130
H 0.165 -0.152 -0.569
H -0.249 0.535 0.310
H -0.032 -0.010 -0.621
H -0.527 0.331 0.019
H -0.208 0.426 -0.521
H 0.409 -0.339 0.149
H -0.261 0.067 -0.239
H 0.212 0.196 0.127
H -0.271 0.449 0.401
H -0.313 -0.363 0.112
H 0.691 -0.246 0.199
H -0.062 -0.348 0.074
H -0.410 -0.424 0.001
H 0.528 -0.276 0.246
H -0.102 -0.343 -0.078
H 0.386 -0.750 -0.717
H 0.071 -0.162 -0.505
H -0.357 -0.247 -0.109
H 0.263 -0.210 -0.423
H 0.089 0.345 0.236
H -0.067 0.169 -0.080
H -0.150 -0.111 -0.120
H -0.412 0.241 0.336
H 0.561 -0.152 0.257
H 0.098 -0.066 -0.033
H 0.168 -0.124 0.063
H 0.228 -0.165 -0.327
H 0.365 0.049 0.136
H 0.031 0.084 0.095
H 0.483 -0.087 -0.208
H 0.435 0.337 -0.043
H 0.204 0.237 0.219
H 0.049 0.510 0.142
H 0.276 -0.787 0.499
H 0.275 -0.267 0.037
H 0.039 -0.046 -0.065
H 0.118 -0.315 0.246
H -0.270 0.181 -0.316
H 0.198 -0.128 -0.053
H -0.192 -0.149 -0.148
H -0.196 -0.149 0.182
H -0.303 0.026 0.050
H -0.249 -1.081 0.693
H -0.124 0.037 -0.031
H 0.301 -0.195 -0.436
H -0.093 -0.241 -0.223
H 0.089 0.280 0.483
H -0.355 0.105 0.332
H 0.159 0.297 0.288
H -0.235 0.114 0.307
H 0.052 -0.069 -0.267
H -0.197 -0.230 -0.456
H -0.097 0.328 -0.621
H -0.423 0.355 0.136
H -0.051 0.232 0.053
H -0.038 -0.103 0.088
H 0.043 -0.124 -0.061
H -0.226 0.224 0.461
H 0.211 -0.247 -0.263
H 0.268 0.429 0.297
H -0.175 0.213 0.079
H 0.163 -0.053 -0.031
H 0.406 -0.501 0.147
H 0.105 -0.053 0.066
H -0.286 0.209 -0.317
H 0.266 -0.001 -0.090
H 0.886 0.090 0.523

For the HOMO energy, the calculation gives -0.292 Ha. The LUMO energy is 0.437 eV. Its energy above the lowest of the compared OMol25 structures with the same formula, charge and spin is 0.0 kJ/mol. The net charge is 0. As for the calculated total energy: -5066.3050 a.u.